This record from the OMol25 dataset describes a molecular structure, C15H20AlBBr3FO13P2 in a non-equilibrium geometry. The level of theory is wB97M-V/def2-TZVPD.

As for the charge: +2. As for the gap between HOMO and LUMO: 1.3 eV. The calculation puts the total energy at -10332.84100 Eh. The calculation puts the LUMO energy at -12.50 eV. The max |F| comes out at 0.09848 Eh/bohr.

Last column: Löwdin charge in e.
Geometry (Å):
C 2.828 -0.894 0.036  -0.143
C 1.822 -1.804 -0.076  -0.202
P 0.084 -1.394 -0.614  0.950
C -0.017 -1.377 -2.474  -0.202
C -1.437 -0.851 -2.971  -0.184
O -2.429 -0.974 -1.935  -0.095
C -3.500 -0.109 -2.133  -0.480
C -4.476 0.083 -0.923  0.038
O -3.728 0.449 -3.159  0.130
C -1.037 -2.701 0.174  -0.267
O -1.413 -3.723 -0.723  -0.044
C -0.381 -4.649 -0.907  -0.453
C -0.559 -6.161 -0.540  0.047
O 0.671 -4.331 -1.382  0.102
P -0.505 0.605 0.073  0.978
C 0.273 1.791 -1.143  -0.212
O 0.198 0.959 1.579  -0.317
H 2.621 0.179 0.259  0.012
H 3.874 -1.286 -0.060  0.092
H 2.035 -2.874 0.163  0.114
H 0.743 -0.631 -2.822  0.107
H 0.251 -2.362 -2.929  0.114
H -1.293 0.188 -3.335  0.120
H -1.717 -1.532 -3.815  0.156
H -3.952 -0.175 0.027  0.066
H -4.852 1.123 -0.854  0.104
H -5.296 -0.657 -1.087  0.111
H -1.977 -2.159 0.460  0.112
H -0.610 -3.074 1.144  0.142
H 0.089 -6.438 0.324  0.110
H -0.146 -6.711 -1.423  0.110
H -1.622 -6.456 -0.417  0.096
H 1.338 1.504 -1.337  0.061
H -0.304 1.756 -2.097  0.059
H 0.246 2.821 -0.719  0.070
H -0.451 0.744 2.275  0.107
B 2.933 3.544 4.689  -0.846
O 2.384 4.231 3.498  0.306
C 1.762 3.333 2.773  -0.364
O 1.201 3.541 1.733  0.194
C 1.870 1.993 3.453  -0.374
O 1.397 0.933 3.035  0.029
O 2.538 2.102 4.548  0.283
O 4.388 3.678 4.749  0.248
C 4.696 4.279 5.910  -0.340
O 5.797 4.537 6.268  0.271
C 3.425 4.555 6.656  -0.338
O 3.329 5.075 7.717  0.275
O 2.393 4.113 5.921  0.266
Al 3.839 -0.205 2.405  1.269
F 4.482 -2.670 2.237  -0.533
C -4.341 1.571 -6.333  -1.643
Br -4.969 0.104 -7.418  0.628
Br -2.663 2.278 -6.985  0.598
Br -5.676 2.952 -6.155  0.638
H -4.156 1.178 -5.341  -0.078

=====

This record from the OMol25 dataset describes a molecular structure, C15H20ClN3O10SV in a non-equilibrium geometry. The level of theory is wB97M-V/def2-TZVPD.

As for the charge: -1. As for the spin multiplicity: 3. As for the gap between HOMO and LUMO (spin up / spin down): 4.4 / 4.1 eV. As for the energy above the lowest of the compared OMol25 structures with the same formula, charge and spin: 0.0 kcal per mole. The calculation puts the total energy at -3302.32619 Eh. The calculation puts the LUMO energy (spin up / spin down) at 1.43 / 1.41 eV. Its expectation value of S² is 2.111. The max |F| comes out at 0.24957 Eh/bohr.

Last column: Mulliken spin population.
Geometry (Å):
V 0.866 0.378 -0.162  2.295
C -0.032 -1.656 2.884  0.003
C 0.613 -1.882 1.521  0.002
C 1.374 -3.201 1.482  -0.004
O 1.511 -0.782 1.276  -0.021
C -0.533 -1.818 0.479  -0.004
O -1.138 -2.901 0.234  -0.015
O -0.709 -0.664 -0.008  0.000
H 0.730 -1.618 3.671  0.000
H -0.747 -2.447 3.133  0.000
H -0.561 -0.696 2.919  0.001
H 2.229 -3.179 2.166  0.001
H 1.777 -3.385 0.479  -0.001
H 0.738 -4.051 1.750  0.001
H 2.382 -1.172 0.833  0.016
C 3.491 -1.997 -3.867  0.001
O 2.492 -2.142 -2.854  0.002
C 2.129 -1.100 -2.063  0.019
O 1.320 -1.199 -1.147  -0.053
N 2.684 0.130 -2.312  0.000
N 2.203 1.122 -1.475  0.047
H 3.664 -2.980 -4.313  0.000
H 4.432 -1.645 -3.432  0.000
H 3.140 -1.319 -4.650  0.000
H 3.298 0.321 -3.091  0.001
H 1.739 1.934 -2.042  0.007
H 3.016 1.606 -0.927  0.007
Cl -0.047 4.237 1.110  -0.010
C 0.359 2.646 1.808  -0.223
C 1.853 2.349 1.671  0.015
O 2.613 2.973 2.468  0.011
O 2.150 1.463 0.817  -0.011
H -0.241 1.893 1.288  -0.018
H 0.070 2.652 2.863  0.004
O -4.163 3.452 -1.861  0.001
S -3.732 2.092 -2.129  0.000
O -4.532 1.205 -2.954  0.001
N -2.154 2.039 -2.552  0.015
C -1.445 1.469 -1.620  0.038
O -0.235 1.223 -1.525  -0.012
C -2.199 1.009 -0.421  -0.007
C -1.788 0.374 0.745  0.018
C -2.749 0.060 1.716  0.001
C -4.105 0.380 1.517  -0.005
C -4.518 1.017 0.346  0.007
C -3.539 1.310 -0.587  0.004
H -0.739 0.132 0.889  -0.008
H -2.437 -0.436 2.631  0.002
H -4.834 0.127 2.283  -0.001
H -5.555 1.274 0.168  0.000
H -0.141 1.403 0.842  -0.129

=====

This record from the OMol25 dataset describes a molecular structure, C15H20ClN5O4 in a non-equilibrium geometry. The level of theory is wB97M-V/def2-TZVPD.

As for the charge: 0. As for the gap between HOMO and LUMO: 7.1 eV. As for the energy above the lowest of the compared OMol25 structures with the same formula, charge and spin: 0.0 kcal per mole. The calculation puts the total energy at -1617.93849 Eh. The calculation puts the LUMO energy at -0.19 eV. The max |F| comes out at 0.38466 Eh/bohr.

Last column: Löwdin charge in e.
Geometry (Å):
O -1.364 2.574 3.562  -0.132
H -1.305 3.271 2.783  0.121
C -0.357 1.499 3.106  -0.061
C 1.048 2.185 3.213  -0.335
H 1.145 2.907 4.065  0.169
C 1.368 3.169 2.139  -0.216
O 1.599 4.487 2.610  -0.023
H 2.555 4.441 2.998  0.149
C 2.723 2.441 1.347  -0.339
O 3.792 3.079 1.568  0.159
H 3.889 3.858 1.364  -0.012
H 2.619 2.306 0.309  0.146
C 2.628 1.183 1.951  -0.086
N 2.183 -0.124 1.276  0.032
C 1.156 0.077 0.299  -0.145
N 0.289 1.068 0.155  0.072
C -0.748 0.785 -0.848  -1.106
N -0.926 -0.438 -1.284  0.118
C -0.064 -1.633 -1.109  -0.149
N -0.378 -2.797 -1.398  0.076
H 0.309 -3.397 -1.202  0.119
C -1.370 -3.134 -2.246  -0.261
H -1.225 -4.234 -2.614  0.166
C -2.849 -2.892 -1.705  -0.022
H -2.519 -2.039 -1.313  0.022
H -3.249 -3.770 -1.457  0.048
C -3.773 -2.239 -3.113  -0.113
H -3.810 -3.345 -3.729  0.171
H -4.592 -1.810 -2.657  0.056
C -2.738 -1.493 -3.806  -0.286
H -2.863 -1.339 -4.890  0.097
H -2.486 -0.441 -3.379  0.109
C -1.339 -2.303 -3.758  -0.066
H -0.547 -1.470 -3.766  0.113
H -1.276 -2.856 -4.593  0.034
C 1.021 -1.484 -0.055  -0.235
N 1.936 -2.075 0.355  0.085
C 2.418 -1.470 1.475  -0.071
H 3.395 -1.707 1.910  0.121
Cl -1.508 1.924 -1.203  1.069
O 1.859 1.072 3.351  -0.055
H 3.738 0.689 2.562  0.241
H 0.595 3.236 1.455  0.101
H -0.641 1.326 2.269  -0.011
H -0.337 0.914 4.003  0.130

=====

Question: Which formula does entry 3 have?
Answer: C15H20ClN5O4

=====

Question: What is the formula in the third record?
Answer: C15H20ClN5O4

=====

Question: Number 3 is which compound?
Answer: C15H20ClN5O4

=====

Question: What is the max |F| in the third record?
Answer: 0.38466 Eh/bohr